a.
DFT (ωB97M-V/def2-TZVPD) results for a structure of composition C3H7BrNO.

Structure (XYZ):
```
13
Properties=species:S:1:pos:R:3
C -0.7994 0.5991 -0.5528
C -0.4990 -0.8852 -0.9233
C 0.6736 -0.4618 0.9375
N -0.0156 0.8243 0.6738
O 0.1047 -1.4108 0.2757
Br 2.7158 0.1340 -0.3849
H -0.3592 1.1877 -1.2892
H -1.8912 0.7999 -0.1867
H -1.3711 -1.6518 -1.0329
H 0.1641 -1.1319 -1.6806
H 1.2232 -0.8019 1.9016
H 0.7100 1.6574 0.7341
H -0.6559 1.1408 1.5276
```

The spin multiplicity is 1. As for the charge: +1.

***

b.
DFT (ωB97M-V/def2-TZVPD) results for a cluster of 2 separate species, C3H7BrNO in total.

Structure (XYZ):
```
13
Properties=species:S:1:pos:R:3
C 0.4034 -1.8108 0.6365
C -0.1139 -0.5663 1.2216
C -0.9942 0.9517 -0.6063
N 0.4174 1.1766 -0.9746
O 1.1902 -0.5933 0.8357
Br -2.0401 2.2108 0.2193
H 0.8253 -2.6006 1.2697
H 0.2257 -2.0059 -0.3170
H -0.4631 -0.4742 2.1975
H -1.5631 0.2421 -1.2876
H 0.4747 0.7987 -1.9529
H 1.0410 0.5108 -0.3079
H 0.5966 2.1602 -0.9339
```

The spin multiplicity is 1. As for the charge: +1.

***

Short version: a, b, most stable first.

***

a.
DFT (ωB97M-V/def2-TZVPD) results for a cluster of 6 separate species, ClH10O5 in total.

Structure (XYZ):
```
16
Properties=species:S:1:pos:R:3
Cl 2.8627 -26.8048 -18.7963
O 4.4250 -22.6123 -15.4595
H 3.8557 -23.0849 -16.0668
H 5.2278 -22.4547 -15.9564
O 5.0925 -23.1856 -23.2197
H 4.4301 -23.3569 -22.5502
H 4.6725 -23.4366 -24.0425
O -0.0854 -27.7234 -13.9477
H 0.4248 -27.5960 -14.7475
H -0.9121 -28.1011 -14.2480
O 6.9063 -29.8830 -17.8008
H 6.5964 -30.6551 -18.2741
H 6.2438 -29.2139 -17.9731
O -2.7912 -27.8438 -18.6460
H -3.3476 -27.0666 -18.6983
H -1.8978 -27.5003 -18.6524
```

The spin multiplicity is 1. As for the charge: -1.

***

b.
DFT (ωB97M-V/def2-TZVPD) results for a cluster of 6 separate species, ClH10O5 in total.

Structure (XYZ):
```
16
Properties=species:S:1:pos:R:3
Cl -0.0493 -0.0098 0.3075
O -3.0316 0.3292 -0.9499
H -3.0664 1.2801 -0.8146
H -2.1361 0.0758 -0.6342
O 2.9237 0.4460 -0.9166
H 2.7667 1.0982 -1.6056
H 2.0553 0.3633 -0.4640
O 0.7787 -3.0514 -0.4621
H 0.5471 -2.1320 -0.2030
H 1.6993 -2.9906 -0.7348
O -1.0536 -1.1855 3.2856
H -0.2168 -1.6444 3.4018
H -0.9043 -0.6310 2.4995
O 0.1291 2.9619 -1.0693
H -0.0217 2.0489 -1.3568
H -0.4199 3.0411 -0.2835
```

The spin multiplicity is 1. As for the charge: -1.

***

Short version: b, a, most stable first.

***

a.
DFT (ωB97M-V/def2-TZVPD) results for a cluster of 2 separate species, C2H9NP in total.

Structure (XYZ):
```
13
Properties=species:S:1:pos:R:3
C 0.1932 -1.5783 -0.7546
C -0.2895 1.2148 -0.0528
N 1.2966 -1.6198 -1.3549
P -0.9180 1.3496 1.4951
H 0.2385 -2.0203 0.2098
H -0.6219 -1.2851 -1.2956
H -1.0129 1.3934 -0.7579
H 0.7116 1.5162 -0.4121
H -1.4348 0.1936 2.0724
H 1.3964 -1.2446 -2.3353
H 2.2782 -1.8694 -1.0588
H -1.8192 2.5301 1.6856
H -0.0182 1.4199 2.5593
```

The spin multiplicity is 1. As for the charge: +1.

***

b.
DFT (ωB97M-V/def2-TZVPD) results for a cluster of 2 separate species, C2H9NP in total.

Structure (XYZ):
```
13
Properties=species:S:1:pos:R:3
C 2.1265 0.2640 0.0285
C -1.1676 -0.9406 0.1218
N -0.8769 0.4599 0.3062
P -2.4895 0.2140 -0.0298
H 1.7774 1.2071 0.0790
H 2.2086 0.1380 -1.0002
H 1.4744 -0.3779 0.3714
H -0.7137 -1.6497 -0.6431
H -1.2428 -1.4270 1.0370
H -0.2536 0.7107 -0.4080
H 3.1462 0.0424 0.5028
H -3.1011 0.2817 1.2508
H -3.1968 1.1214 -0.9793
```

The spin multiplicity is 1. As for the charge: +1.

***

Short version: a, b, most stable first.

***

a.
DFT (ωB97M-V/def2-TZVPD) results for a cluster of 2 separate species, CH6NO in total.

Structure (XYZ):
```
9
Properties=species:S:1:pos:R:3
C 0.5331 -1.4886 0.3241
N -0.1199 -0.4905 0.7557
H 0.9462 -1.4319 -0.6762
H 0.6576 -2.3612 0.9532
H -0.5296 -0.5023 1.6847
H -0.2564 0.3626 0.1586
H 0.1493 2.4689 -0.7963
H -1.0544 1.8084 -1.5091
O -0.3258 1.6346 -0.8948
```

The spin multiplicity is 1. As for the charge: +1.

***

b.
DFT (ωB97M-V/def2-TZVPD) results for a cluster of 2 separate species, CH6NO in total.

Structure (XYZ):
```
9
Properties=species:S:1:pos:R:3
C -1.0877 0.3836 -0.2589
N 1.4748 -0.0119 0.0181
O -1.5326 -0.7601 -0.0888
H -0.8860 1.1145 0.6399
H -1.0382 0.8556 -1.2671
H 2.1676 0.5406 -0.4965
H 1.5572 0.0680 1.0323
H 1.1638 -0.9853 -0.2898
H -1.8190 -1.2050 0.7107
```

The spin multiplicity is 1. As for the charge: +1.

***

Short version: a, b, most stable first.

***

a.
DFT (ωB97M-V/def2-TZVPD) results for a structure of composition C36H35BaBr2N2O2P.

Structure (XYZ):
```
79
Properties=species:S:1:pos:R:3
Ba 1.5073 -1.0554 1.0691
C -3.2143 0.1071 -3.4834
C -3.6279 0.1187 -2.0388
C -4.8646 0.6785 -1.7105
C -5.3559 0.6778 -0.4154
C -4.6056 0.1036 0.5985
C -3.3638 -0.4297 0.2964
C -2.8479 -0.4283 -1.0042
P -1.1679 -1.1653 -1.0931
C -0.3430 -0.5341 -2.5992
C 0.1886 0.7465 -2.4289
C 0.8771 1.3979 -3.4395
C 1.0695 0.7423 -4.6442
C 0.5722 -0.5420 -4.8130
C -0.1384 -1.2076 -3.8140
C -0.6333 -2.6012 -4.0997
C -1.4294 -2.9424 -1.1610
C -2.7117 -3.4886 -1.2842
C -2.9396 -4.8412 -1.1160
C -1.8498 -5.6582 -0.7989
C -0.5791 -5.1420 -0.6978
C -0.2944 -3.7665 -0.9040
C 1.0364 -3.2522 -0.8286
H -4.0645 0.3573 -4.1176
H -2.8570 -0.8799 -3.7727
H -2.4094 0.8146 -3.6933
H -5.4646 1.1118 -2.5028
H -6.3238 1.1169 -0.2064
H -4.9814 0.0668 1.6142
H -2.7727 -0.8833 1.0871
H 0.0811 1.2469 -1.4709
H 1.2800 2.3873 -3.2654
H 1.6169 1.2179 -5.4488
H 0.7369 -1.0545 -5.7542
H -0.4469 -2.8493 -5.1442
H -1.6990 -2.7194 -3.9069
H -0.1234 -3.3377 -3.4737
H -3.5444 -2.8268 -1.4943
H -3.9371 -5.2512 -1.2080
H -1.9958 -6.7221 -0.6425
H 0.2536 -5.8030 -0.4778
H 1.3110 -2.4760 -1.5489
H 1.8322 -3.9909 -0.7339
Br 2.6336 3.8871 -0.3357
C 3.9983 2.7431 0.2913
C 5.2371 3.3037 0.6337
C 6.2456 2.5216 1.1095
Br 7.9050 3.3182 1.5562
C 6.0478 1.1241 1.2766
C 7.0374 0.2451 1.7690
C 6.7499 -1.0847 1.9200
C 5.4615 -1.5374 1.5974
N 4.5114 -0.7595 1.1284
C 4.7968 0.5543 0.9362
C 3.7273 1.3821 0.3960
O 2.6092 0.8482 0.0814
H 5.3720 4.3700 0.5122
H 8.0139 0.6330 2.0227
H 7.4859 -1.7855 2.2895
H 5.2138 -2.5861 1.7345
O -0.0802 -0.0924 2.8774
C -0.8860 0.8010 3.1883
C -1.1465 1.1579 4.6327
C -0.8808 2.6460 5.0000
C -0.5058 3.5551 3.8289
C -1.6703 3.8496 2.8852
C -2.4562 2.5859 2.5382
N -1.5719 1.4661 2.2542
H -0.5152 0.4968 5.2191
H -2.1823 0.8878 4.8547
H -0.0750 2.6719 5.7326
H -1.7589 3.0552 5.5057
H 0.3201 3.1078 3.2674
H -0.1138 4.4966 4.2158
H -1.2938 4.3210 1.9751
H -2.3595 4.5614 3.3484
H -3.0966 2.7307 1.6709
H -3.1184 2.3096 3.3613
H -1.4318 1.1721 1.2966
```

The spin multiplicity is 1.

***

b.
DFT (ωB97M-V/def2-TZVPD) results for a structure of composition C36H35BaBr2N2O2P.

Structure (XYZ):
```
79
Properties=species:S:1:pos:R:3
Ba 0.1677 -0.5692 1.2973
C 0.0589 5.6534 -0.8211
C 0.9206 5.4778 0.3903
C 1.6200 6.5750 0.8695
C 2.4559 6.4799 1.9631
C 2.6049 5.2634 2.6143
C 1.9098 4.1650 2.1481
C 1.0682 4.2478 1.0426
P 0.3055 2.6803 0.5300
C 0.8948 2.5408 -1.2025
C 0.0133 2.6863 -2.2617
C 0.4218 2.4886 -3.5652
C 1.7332 2.1371 -3.8247
C 2.6202 1.9889 -2.7767
C 2.2204 2.1848 -1.4633
C 3.2288 2.0332 -0.3739
C -1.4940 2.8519 0.4685
C -2.0887 3.9517 1.0839
C -3.4292 3.9876 1.3847
C -4.1898 2.8641 1.0760
C -3.6261 1.7760 0.4722
C -2.2570 1.6995 0.1235
C -1.7290 0.5158 -0.4644
H -0.4211 6.6290 -0.8005
H -0.7101 4.8991 -0.8971
H 0.6648 5.6005 -1.7236
H 1.5003 7.5249 0.3712
H 2.9857 7.3555 2.3089
H 3.2484 5.1704 3.4740
H 2.0126 3.2098 2.6565
H -1.0157 2.9396 -2.0466
H -0.2856 2.6071 -4.3710
H 2.0648 1.9795 -4.8397
H 3.6482 1.7234 -2.9740
H 4.1862 1.7133 -0.7802
H 2.9195 1.2971 0.3733
H 3.3842 2.9650 0.1699
H -1.4715 4.7982 1.3560
H -3.8661 4.8506 1.8610
H -5.2426 2.8459 1.3076
H -4.2387 0.9138 0.2374
H -1.0342 0.6483 -1.2844
H -2.4829 -0.2178 -0.7005
Br -1.2770 -1.0732 6.0611
C -1.8265 -2.4307 4.8848
C -2.4078 -3.5869 5.4356
C -2.8379 -4.6058 4.6323
Br -3.6145 -6.1433 5.4137
C -2.7024 -4.5235 3.2179
C -3.1490 -5.5270 2.3313
C -2.9844 -5.3465 0.9898
C -2.3511 -4.1676 0.5527
N -1.9101 -3.2185 1.3338
C -2.1013 -3.3759 2.6731
C -1.6582 -2.2901 3.5235
O -1.1253 -1.2727 2.9569
H -2.5129 -3.6552 6.5076
H -3.6217 -6.4131 2.7217
H -3.3289 -6.0745 0.2702
H -2.2383 -4.0087 -0.5172
O 1.3335 -1.7818 -0.4428
C 1.5642 -2.8205 -1.0501
C 2.8499 -3.0155 -1.8003
C 2.6471 -3.1606 -3.3096
C 2.1943 -4.5433 -3.7506
C 0.8304 -4.9652 -3.2215
C 0.7781 -5.0755 -1.7045
N 0.6615 -3.7938 -1.0347
H 3.3660 -3.8922 -1.4055
H 3.4610 -2.1384 -1.5762
H 3.5964 -2.9221 -3.7944
H 1.9388 -2.4005 -3.6444
H 2.9373 -5.2740 -3.4216
H 2.1909 -4.5877 -4.8416
H 0.5602 -5.9337 -3.6457
H 0.0651 -4.2580 -3.5440
H 1.6646 -5.5994 -1.3220
H -0.0883 -5.6592 -1.3792
H -0.1803 -3.5982 -0.5090
```

The spin multiplicity is 1.

***

Short version: a, b, most stable first.

***

a.
DFT (ωB97M-V/def2-TZVPD) results for the ion C8H12NO2 with charge +1.

Structure (XYZ):
```
23
Properties=species:S:1:pos:R:3
C -0.5636 -0.4737 -1.7308
C -1.6958 0.1234 0.5865
C 0.7193 -0.0155 -1.0118
C -0.2819 0.3770 1.1264
C -1.4087 -0.9767 -0.5378
C 0.6815 1.5316 -0.7703
C 0.2110 1.7672 0.6170
C 1.7039 -1.2039 1.1017
N 0.6305 -0.5198 0.3874
O 1.5271 1.8341 0.2756
O -0.8625 -1.9887 0.0961
H -1.0505 0.2107 -2.3776
H -0.2047 -1.2458 -2.3099
H -2.3143 -0.3188 1.3624
H -2.3036 1.0265 0.2588
H 1.6582 -0.3077 -1.5432
H -0.2208 0.3008 2.2353
H -2.3376 -1.3018 -0.8971
H 0.5155 2.3176 -1.5276
H -0.3470 2.7367 1.0181
H 1.3150 -1.5885 2.0317
H 2.1287 -1.7541 0.2351
H 2.5004 -0.5307 1.3740
```

The spin multiplicity is 3. As for the charge: +1.

***

b.
DFT (ωB97M-V/def2-TZVPD) results for a cluster of 2 separate species, C8H12NO2 in total.

Structure (XYZ):
```
23
Properties=species:S:1:pos:R:3
C -3.9222 0.0414 -0.2807
C -3.2288 0.1550 -1.4416
C -3.1630 -0.2278 0.8591
C -1.8424 -0.0591 -1.5585
C -1.7307 -0.3097 0.8838
C -1.1750 -0.2028 -0.3897
C 2.4343 0.7207 1.8298
C 1.7903 -0.3214 -0.4465
N 2.7384 0.6695 0.4213
O 1.8901 0.1540 -1.6880
O 2.3238 -1.5919 -0.1546
H -4.9304 0.0173 -0.4287
H -3.7766 0.1721 -2.3678
H -3.7591 -0.4430 1.7334
H -1.3735 -0.0582 -2.5255
H -1.1599 -0.5257 1.8358
H 3.2736 1.2344 2.2676
H 1.5764 1.1626 2.0912
H 2.4139 -0.2498 2.2475
H 2.7350 1.5357 -0.0839
H 3.6795 0.3402 0.3816
H 2.5146 -0.2320 -2.2553
H 2.6918 -1.9815 -0.9303
```

The spin multiplicity is 3. As for the charge: +1.

***

Short version: b, a, most stable first.